DFT (ωB97M-V/def2-TZVPD) results for a molecular structure, CH2N2O3S.

Results
F_max = 0.0413 Eh/bohr
highest occupied orbital energy (spin up / spin down) = -0.3520 / -0.3487 Eh
LUMO energy (spin up / spin down) = -0.0718 / -0.0672 Ha
energy relative to the best compared isomer or geometry (same formula, charge and spin) = 456.6 kJ/mol

Last column: Löwdin charge in e.
Atoms and positions in Å:
S (1.57930, -0.58045, -0.96597)  1.028
O (0.21079, -1.01362, -0.62906)  -0.533
O (-3.22541, -0.13129, -0.42729)  0.139
O (1.84927, 0.71261, 0.04223)  -0.496
N (1.31522, 0.61398, 1.36763)  0.007
N (-1.12156, -0.26859, -1.53728)  0.118
C (-2.15161, -0.20115, -0.91488)  -0.395
H (0.48076, 1.15547, 1.36107)  0.071
H (1.06325, -0.28696, 1.70353)  0.061

DFT (ωB97M-V/def2-TZVPD) results for 2 unconnected molecules or ions with the total composition C6H14FN2.

Results
F_max = 0.1073 Eh/bohr
net charge = +1
highest occupied orbital energy (spin up / spin down) = -0.3458 / -0.3368 Eh
LUMO energy (spin up / spin down) = -0.1949 / -0.2050 Ha
energy relative to the best compared isomer or geometry (same formula, charge and spin) = 726.2 kJ/mol

Last column: Löwdin charge in e.
Atoms and positions in Å:
F (-1.31845, 0.05783, 2.11127)  0.078
N (2.07110, -0.16693, 0.33167)  0.068
N (0.77646, 1.88599, 0.91362)  0.169
C (0.02971, 0.44183, -1.05239)  -0.207
C (0.74175, 0.45813, 0.26563)  -0.335
C (-2.01111, -2.06584, 1.25751)  -0.038
C (1.25565, 0.12488, -3.25775)  0.022
C (0.94070, 0.91212, -2.25461)  -0.168
C (-1.99014, -1.03913, 2.29860)  -0.067
H (1.76348, 2.14058, 1.41496)  0.218
H (1.93887, 0.60081, -3.88592)  0.048
H (-0.96618, 0.91968, -0.99373)  0.112
H (-2.38777, -1.01310, 3.22693)  0.091
H (0.51825, 2.61351, 0.20275)  0.159
H (-2.71825, -1.85168, 0.44249)  0.103
H (2.34816, -0.96701, -0.13359)  0.050
H (0.77590, -0.80407, -3.40761)  0.061
H (-0.10545, -0.66371, -1.24108)  0.112
H (0.24589, 2.00735, 1.72891)  0.092
H (2.45703, -0.11420, 1.31733)  0.105
H (-0.98320, -2.07584, 0.87709)  0.089
H (1.35074, 1.89746, -1.99841)  0.097
H (-2.59471, -2.98920, 1.66733)  0.141

DFT (ωB97M-V/def2-TZVPD) results for a molecular structure, C31H38F6IrN2P2SbSi2.

Results
⟨S²⟩ = 8.7783
spin multiplicity = 6
F_max = 0.0563 Eh/bohr
net charge = +1
highest occupied orbital energy (spin up / spin down) = -0.4428 / -0.4543 Eh
LUMO energy (spin up / spin down) = -0.1366 / -0.2301 Ha
energy relative to the best compared isomer or geometry (same formula, charge and spin) = 92.1 kJ/mol

Last column: Löwdin charge in e.
Atoms and positions in Å:
Ir (-0.14118, -1.40308, -0.54192)  1.549
Sb (0.80683, -5.31018, -0.70116)  1.673
P (-1.88073, 0.70067, -0.24933)  0.764
P (1.57653, 0.76260, -0.24698)  0.798
Si (3.30934, -1.81366, -0.46896)  0.447
Si (-3.02014, -1.94663, 1.03193)  0.420
F (0.16273, -2.29945, 1.35045)  -0.505
F (-1.07600, -5.76184, -1.19299)  -0.423
F (1.33518, -5.30237, -2.51866)  -0.388
F (0.01019, -3.18797, -1.61684)  -0.585
F (1.08472, -7.20019, -0.61657)  -0.412
F (2.84621, -5.10318, -0.30725)  -0.434
N (-2.14034, -0.91382, -0.12773)  -0.353
N (1.82099, -0.82932, -0.59307)  -0.350
C (2.37766, 1.21366, -2.79284)  -0.082
C (-3.60448, 2.95711, 3.31432)  -0.047
C (3.00800, 1.88787, -3.82284)  -0.048
C (3.41480, -2.78317, -2.07511)  -0.165
C (-2.53515, -1.49242, 2.80110)  -0.152
C (2.32629, 1.78503, -1.51854)  -0.305
C (-4.44123, 2.43910, 2.33376)  -0.048
C (-1.67388, 2.24856, 2.06752)  -0.073
C (-4.36943, 1.25681, -3.40271)  -0.051
C (4.71542, -0.53607, -0.44418)  -0.153
C (-2.22612, 2.88722, 3.16629)  -0.053
C (-2.62432, 2.91492, -3.54725)  -0.059
C (-2.62768, 1.31786, -1.76093)  -0.305
C (-3.78816, 2.34244, -4.04368)  -0.052
C (-0.15285, 0.62178, -0.42670)  -0.419
C (1.60207, 0.81654, 3.76832)  -0.045
C (3.51782, 3.70464, -2.32670)  -0.053
C (-2.67258, -3.73245, 0.58128)  -0.183
C (-2.03956, 2.40534, -2.40159)  -0.074
C (3.29166, -2.66844, 1.20865)  -0.167
C (3.52267, 2.10761, 3.10168)  -0.048
C (2.71857, 1.57350, 4.09894)  -0.040
C (-4.87237, -1.61478, 0.77393)  -0.159
C (3.60296, 3.11964, -3.58177)  -0.045
C (-3.78575, 0.73166, -2.26113)  -0.069
C (3.21667, 1.89513, 1.76745)  -0.083
C (1.28053, 0.60573, 2.44007)  -0.106
C (2.08368, 1.15380, 1.43526)  -0.287
C (2.86105, 3.05209, -1.29571)  -0.076
C (-2.51483, 1.67889, 1.11786)  -0.295
C (-3.89874, 1.80531, 1.22953)  -0.082
H (4.14203, 3.61728, -4.37603)  0.117
H (-1.68610, -4.03581, 0.93137)  -0.004
H (0.98307, 0.38978, 4.54540)  0.120
H (3.25077, -1.92832, 2.01000)  0.032
H (-4.54198, 1.42039, 0.44796)  0.105
H (-4.02708, 3.43036, 4.18987)  0.116
H (-1.48868, -1.74209, 2.97505)  0.012
H (1.93256, 0.23972, -2.95750)  0.106
H (3.97519, 4.66785, -2.14852)  0.116
H (-2.71174, -3.91001, -0.49390)  0.032
H (0.42425, -0.00245, 2.17156)  0.079
H (2.96531, 1.74003, 5.13834)  0.117
H (-5.27441, 0.81491, -3.79603)  0.116
H (-4.20765, -0.13388, -1.76578)  0.092
H (-0.60048, 2.20190, 1.94516)  0.084
H (4.65960, 0.16572, -1.27663)  0.024
H (-4.24551, 2.74707, -4.93567)  0.115
H (4.71531, 0.03203, 0.48585)  0.015
H (-5.19218, -0.66595, 1.20085)  0.012
H (2.43803, -3.33074, 1.32251)  -0.009
H (2.76785, 3.53264, -0.33205)  0.103
H (-5.14836, -1.64387, -0.28011)  0.025
H (4.14038, -3.58873, -1.97324)  0.045
H (-2.67890, -0.43417, 3.02577)  0.017
H (4.39167, 2.69316, 3.36786)  0.117
H (4.19801, -3.26466, 1.31228)  0.048
H (-5.42431, -2.40934, 1.27636)  0.040
H (-1.12583, 2.83307, -2.00288)  0.106
H (3.04788, 1.44554, -4.80844)  0.118
H (-2.17196, 3.75635, -4.05374)  0.113
H (3.86817, 2.28401, 0.99837)  0.099
H (-1.57733, 3.33219, 3.90824)  0.114
H (2.46045, -3.23795, -2.33784)  -0.009
H (-3.13480, -2.06849, 3.50751)  0.042
H (5.66880, -1.06044, -0.51423)  0.046
H (3.72973, -2.12752, -2.88842)  0.037
H (-5.51460, 2.53368, 2.42604)  0.118
H (-3.41418, -4.37975, 1.04942)  0.047

DFT (ωB97M-V/def2-TZVPD) results for a molecular structure, F4H10N2NaO13S4.

Results
F_max = 0.2789 Eh/bohr
net charge = -1
highest occupied orbital energy = -0.2843 Eh
LUMO energy = 0.0357 Ha
energy relative to the best compared isomer or geometry (same formula, charge and spin) = 403.8 kJ/mol

Last column: Löwdin charge in e.
Atoms and positions in Å:
S (0.71350, 4.59397, -0.00897)  0.585
S (-1.38731, 3.74468, -0.32752)  0.454
S (0.42284, -3.49391, -0.72709)  0.627
S (0.40614, -3.46530, 1.43685)  0.408
Na (-0.42510, -0.21441, -0.41375)  0.389
F (1.47815, 4.87135, 1.39806)  -0.220
F (-2.85817, 3.78618, 0.45153)  -0.266
F (0.56057, -2.41749, -1.97808)  -0.214
F (0.63788, -2.50263, 2.70525)  -0.209
O (-1.25341, 2.28164, -0.31205)  -0.293
O (-2.57576, -1.14476, 0.45188)  -0.021
O (-1.90445, -0.48527, -2.60180)  -0.019
O (-0.95949, -3.89297, -1.00109)  -0.266
O (1.47407, -4.47395, 1.67438)  -0.257
O (1.58948, 0.91322, -1.31850)  -0.031
O (1.00324, 5.77741, -0.80985)  -0.279
O (1.50726, -4.41937, -0.99620)  -0.232
O (2.83839, -0.96279, 0.65262)  -0.051
O (-0.90512, -3.88877, 1.82252)  -0.246
O (0.45436, 0.05203, 2.05542)  -0.029
O (-1.79692, 4.46033, -1.49776)  -0.259
O (1.42225, 3.42300, -0.45398)  -0.292
N (-0.76158, 4.54052, 0.81165)  -0.218
N (0.68959, -2.34053, 0.50726)  -0.271
H (0.73149, -0.80173, 1.72297)  -0.039
H (-2.83498, -0.99733, 1.36144)  0.064
H (-3.05207, -1.93311, 0.19136)  0.052
H (0.62230, 0.00905, 2.99679)  0.055
H (-1.73097, -1.42651, -2.61588)  0.026
H (-2.85675, -0.41777, -2.53256)  0.052
H (1.75353, 1.81175, -1.03224)  0.001
H (2.02851, -1.46145, 0.54461)  -0.077
H (2.14122, 0.80356, -2.09296)  0.066
H (2.82724, -0.32872, -0.06437)  0.006